# 1
This record from OMol25 describes a 2-piece molecular cluster, C4H10N2 overall at a distorted geometry. The level of theory is ωB97M-V with the def2-TZVPD basis set.

```
! RIJCOSX wB97M-V def2-TZVPD def2/J DEFGRID3
* xyz 0 1
C 1.579 -3.766 -1.304
C 0.839 -4.443 -0.376
N 1.389 -5.424 0.389
H 2.671 -3.699 -1.304
H 1.022 -3.310 -2.116
H -0.226 -4.294 -0.292
H 2.261 -5.886 0.227
H 0.728 -5.893 0.980
C -2.438 5.145 0.249
N -1.457 4.516 -0.224
C -0.338 4.031 0.571
H -3.426 5.062 -0.235
H -2.446 5.866 1.065
H -0.303 2.957 0.460
H -0.464 4.518 1.555
H 0.609 4.619 0.354
*
```

## Properties
LUMO = 1.13 eV
Highest occupied orbital energy = -7.7951 eV
F_max = 4.280 eV Å⁻¹
Relative energy (zero: lowest compared OMol25 entry of this formula, charge and spin) = 301.6 kJ/mol
Structure (SMILES) = C=CN.C=NC

Here are the Mulliken charges for atoms 1 to 4, given in e: -0.81, 0.13, -0.44, 0.24

# 2
This record from OMol25 describes a 2-piece molecular cluster, C4H10N2 overall at a distorted geometry. The level of theory is ωB97M-V with the def2-TZVPD basis set.

```
! RIJCOSX wB97M-V def2-TZVPD def2/J DEFGRID3
* xyz 0 1
H -1.930 2.662 -1.137
N -1.965 2.873 -0.145
C -2.122 1.845 0.599
N -2.018 1.726 1.968
H -2.358 0.883 0.142
H -1.824 2.677 2.363
H -1.483 0.895 2.266
C 1.077 -2.534 -1.579
C 2.289 -2.144 -1.242
C 2.654 -1.668 0.127
H 0.819 -3.156 -2.414
H 0.240 -2.339 -0.978
H 3.117 -2.239 -2.017
H 2.885 -2.573 0.675
H 1.692 -1.222 0.545
H 3.338 -0.773 0.363
*
```

## Properties
LUMO = 0.72 eV
Highest occupied orbital energy = -9.5108 eV
F_max = 3.099 eV Å⁻¹
Relative energy (zero: lowest compared OMol25 entry of this formula, charge and spin) = 197.1 kJ/mol
Structure (SMILES) = [H]/N=C/N.C=CC

Here are the Mulliken charges for atoms 1 to 4, given in e: 0.25, -0.68, 0.08, -0.50

# 3
This record from OMol25 describes a 2-piece molecular cluster, C4H10N2 overall at a distorted geometry. The level of theory is ωB97M-V with the def2-TZVPD basis set.

```
! RIJCOSX wB97M-V def2-TZVPD def2/J DEFGRID3
* xyz 0 1
C 3.271 0.947 -1.932
C 2.047 0.628 -1.212
N 1.073 0.331 -0.647
H 3.094 1.597 -2.794
H 3.975 1.428 -1.251
H 3.737 0.019 -2.311
C -2.952 -1.115 0.672
C -1.775 -0.872 1.632
N -0.953 0.281 1.277
H -3.474 -2.045 0.875
H -3.689 -0.293 0.669
H -2.582 -1.213 -0.365
H -2.154 -0.709 2.634
H -1.149 -1.771 1.661
H -0.571 0.098 0.362
H -1.567 1.075 1.145
*
```

## Properties
LUMO = 0.70 eV
Highest occupied orbital energy = -8.6161 eV
F_max = 2.854 eV Å⁻¹
Relative energy (zero: lowest compared OMol25 entry of this formula, charge and spin) = 85.9 kJ/mol
Structure (SMILES) = CC#N.CCN

Here are the Mulliken charges for atoms 1 to 4, given in e: -0.85, 0.32, -0.38, 0.26

# 4
This record from OMol25 describes one molecule with the formula C4H10N2 at a distorted geometry. The level of theory is ωB97M-V with the def2-TZVPD basis set.

```
! RIJCOSX wB97M-V def2-TZVPD def2/J DEFGRID3
* xyz 0 1
H 0.279 -2.231 -0.013
N 1.043 -1.552 0.061
C 0.644 -0.346 -0.009
C 1.703 0.755 -0.024
N -0.617 0.129 -0.199
C -1.650 -0.834 0.017
C -0.842 1.571 0.070
H 1.724 1.168 1.065
H 1.597 1.488 -0.876
H 2.629 0.174 -0.183
H -1.530 -1.635 -0.735
H -1.667 -1.285 1.087
H -2.620 -0.405 -0.159
H -0.563 2.188 -0.789
H -1.923 1.779 0.303
H -0.046 1.841 0.943
*
```

## Properties
LUMO = 0.84 eV
Highest occupied orbital energy = -8.6300 eV
F_max = 3.246 eV Å⁻¹
Relative energy (zero: lowest compared OMol25 entry of this formula, charge and spin) = 134.9 kJ/mol
Structure (SMILES) = [H]/N=C(/C)N(C)C

Here are the Mulliken charges for atoms 1 to 4, given in e: 0.24, -0.74, 0.81, -1.20